{
  "formula": "C24H33IrN6O4SeSi2",
  "method": "the ωB97M-V functional and the def2-TZVPD basis",
  "species": ["Ir", "Se", "Si", "Si", "O", "O", "O", "O", "N", "N", "N", "N", "N", "N", "C", "C", "C", "C", "C", "C", "C", "C", "C", "C", "C", "C", "C", "C", "C", "C", "C", "C", "C", "C", "C", "C", "C", "C", "H", "H", "H", "H", "H", "H", "H", "H", "H", "H", "H", "H", "H", "H", "H", "H", "H", "H", "H", "H", "H", "H", "H", "H", "H", "H", "H", "H", "H", "H", "H", "H", "H"],
  "coordinates": [[-0.204, -0.187, -0.141], [0.699, -2.081, -2.486], [-0.092, 3.260, -0.763], [2.301, -2.390, 0.181], [-0.205, -0.664, -2.254], [0.926, -2.775, -0.941], [-0.213, -3.170, -3.263], [2.089, -1.777, -3.233], [-3.102, -3.479, 0.553], [1.877, -0.643, -0.184], [0.634, 1.759, -0.347], [-1.604, -2.071, -0.176], [0.244, 0.337, 2.797], [-7.429, 1.846, -0.005], [2.019, 1.721, -0.101], [-1.776, 3.244, -1.591], [-6.309, 1.575, -0.022], [1.890, -4.137, 0.995], [0.928, 4.204, -2.058], [4.815, 1.567, 0.178], [-0.321, 4.399, 0.742], [4.065, 0.415, -0.017], [-4.316, 0.761, -1.216], [-2.154, 0.555, -0.080], [-2.069, -2.674, 0.890], [2.658, 0.448, -0.106], [2.790, 2.849, 0.184], [3.841, -2.903, -0.802], [4.179, 2.793, 0.310], [-4.135, 1.380, 1.100], [-3.289, -3.379, -0.814], [-4.916, 1.234, -0.044], [-2.791, 1.038, 1.072], [-1.554, -2.519, 2.275], [0.032, 0.011, 1.666], [-2.351, -2.503, -1.249], [2.954, -1.849, 2.010], [-2.974, 0.442, -1.222], [-1.896, -1.574, 2.704], [5.897, 1.500, 0.238], [2.299, 3.806, 0.308], [4.664, -3.167, -0.129], [0.593, 3.921, -3.060], [-3.636, -4.045, 1.185], [-1.927, 4.231, -2.040], [-1.266, 4.170, 1.243], [-2.524, 0.106, -2.148], [-2.599, 3.054, -0.902], [1.022, -4.096, 1.667], [2.367, -2.337, 2.801], [4.174, -2.140, -1.505], [0.478, 4.271, 1.475], [-0.465, -2.502, 2.243], [4.746, 3.695, 0.515], [-1.883, -3.341, 2.911], [3.989, -2.198, 2.132], [2.949, -0.771, 2.192], [-1.820, 2.498, -2.385], [-4.589, 1.761, 2.007], [1.996, 4.001, -2.002], [-2.214, 1.180, 1.980], [-4.915, 0.656, -2.113], [3.590, -3.787, -1.396], [4.553, -0.548, -0.080], [2.749, -4.446, 1.600], [-2.123, -2.187, -2.249], [0.777, 5.283, -1.945], [0.590, -0.230, 3.554], [-4.045, -3.940, -1.332], [-0.347, 5.452, 0.443], [1.683, -4.912, 0.249]],
  "atomic_forces_ev_per_a": [[-0.169, 1.778, 0.734], [0.297, -0.109, -0.205], [-0.018, 0.243, -0.138], [0.583, 0.571, 0.813], [0.024, -0.216, 0.372], [0.149, -0.413, -0.789], [-0.211, 0.222, -0.055], [-0.018, 0.068, 0.094], [-0.024, -0.012, -0.107], [-0.824, -1.158, -0.464], [-0.038, -1.425, -0.052], [0.636, 0.378, 0.322], [-0.127, -0.480, 0.038], [0.000, -0.002, 0.012], [0.194, 0.413, 0.139], [-0.121, -0.184, 0.111], [0.017, -0.022, -0.006], [-0.356, -0.024, -0.276], [0.126, -0.109, 0.027], [-0.069, 0.072, -0.001], [-0.006, -0.037, 0.054], [-0.091, -0.024, 0.060], [-0.038, 0.025, -0.020], [-0.270, -0.477, -0.360], [0.108, -0.027, 0.139], [0.035, -0.057, 0.069], [-0.209, -0.075, -0.007], [-0.045, -0.014, -0.121], [0.139, -0.055, 0.011], [-0.045, 0.053, 0.052], [-0.003, 0.000, 0.073], [0.042, 0.014, -0.033], [0.133, 0.129, 0.011], [-0.067, 0.088, -0.055], [-0.156, 0.683, -0.527], [0.018, -0.017, 0.017], [0.086, 0.009, -0.087], [-0.077, 0.072, 0.065], [-0.021, -0.039, 0.019], [0.002, -0.008, 0.038], [0.024, 0.053, -0.035], [-0.007, 0.029, 0.015], [-0.042, -0.023, 0.031], [0.056, -0.001, 0.043], [0.066, 0.045, 0.016], [0.006, -0.029, -0.010], [0.023, -0.063, 0.004], [0.006, 0.054, -0.056], [0.019, -0.008, 0.006], [-0.027, -0.014, -0.005], [-0.009, 0.025, 0.008], [0.004, 0.003, -0.009], [-0.009, -0.078, 0.043], [-0.023, 0.017, -0.028], [0.010, -0.021, -0.002], [-0.021, -0.036, 0.087], [0.071, 0.008, -0.017], [0.013, 0.047, -0.041], [0.016, -0.009, 0.007], [0.030, 0.005, 0.015], [-0.024, -0.025, 0.018], [0.018, 0.000, -0.005], [0.004, -0.008, 0.018], [0.045, 0.026, 0.005], [0.022, 0.046, 0.015], [-0.006, -0.016, -0.027], [-0.023, 0.000, -0.005], [0.175, 0.110, -0.035], [0.020, -0.001, -0.024], [-0.025, 0.003, -0.001], [0.004, 0.032, 0.002]],
  "lowdin_charge": [1.3843, 0.8443, 0.4066, 0.2443, -0.5841, -0.4962, -0.4815, -0.4473, 0.0944, -0.2085, -0.1669, 0.0150, 0.1498, 0.1040, -0.3126, -0.1750, -0.2164, -0.2020, -0.1752, -0.1498, -0.1807, -0.0592, -0.0480, -0.2943, -0.3619, -0.3495, -0.1098, -0.1833, -0.1600, -0.0606, -0.0711, -0.2690, -0.1221, -0.0081, -0.3475, -0.1320, -0.2066, -0.1542, 0.0705, 0.0768, 0.0672, 0.0174, 0.0227, 0.1432, 0.0298, 0.0122, 0.0859, 0.0130, -0.0103, -0.0143, 0.0123, 0.0129, 0.0565, 0.0692, 0.0786, 0.0026, -0.0073, 0.0320, 0.1043, 0.0139, 0.0754, 0.1109, 0.0240, 0.0765, 0.0093, 0.0853, 0.0186, 0.0763, 0.1011, 0.0143, 0.0099],
  "max_force_ev_per_a": 1.93,
  "e_homo_ev": -0.5,
  "total_charge": -2,
  "lumo_energy_ev": 4.11
}